# 1
The following is a DFT calculation (wB97M-V/def2-TZVPD) of 2 unconnected molecules or ions with the total composition H2P2 at a distorted geometry.

```
! wB97M-V def2-TZVPD RIJCOSX def2/J DEFGRID3
* xyz 0 1
P -0.7430 1.3043 -0.1709
P 0.5749 -0.1650 0.0168
H 0.3374 1.7897 -0.9125
H -0.1693 -2.9290 1.0666
*
```

Calculated values
Energy above the lowest of the compared OMol25 structures with the same formula, charge and spin in kJ/mol: 335.7

---

# 2
The following is a DFT calculation (wB97M-V/def2-TZVPD) of 2 unconnected molecules or ions with the total composition H2P2S4 at a distorted geometry.

```
! wB97M-V def2-TZVPD RIJCOSX def2/J DEFGRID3
* xyz 0 1
P -5.1288 0.9482 0.1400
P -2.3846 -0.4082 -0.2004
S -2.0988 -2.2976 -0.3518
S -3.9944 0.0309 1.5374
S -4.2420 0.2358 -1.5373
S 0.5501 0.6646 -0.5631
H 0.0390 0.6865 0.6648
H 0.6476 -0.6650 -0.5774
*
```

Calculated values
Energy above the lowest of the compared OMol25 structures with the same formula, charge and spin in kJ/mol: 103.4